Below is 2 unconnected molecules or ions with the total composition C6H14INS at a distorted geometry, with properties calculated with wB97M-V/def2-TZVPD.

Calculated values
Kohn-Sham gap (alpha / beta) (hartree): 0.2169 / 0.3236
Multiplicity: 1
Energy relative to the best compared isomer or geometry (same formula, charge and spin) (kcal per mole): 80.44
E_LUMO (alpha / beta) (eV): -0.82 / 0.20

XYZ file:
```
23
C6H14INS (wB97M-V/def2-TZVPD)
C -1.94479 -2.34715 -1.45286
C 1.01728 -1.58544 -0.59795
C 1.26823 3.12604 1.48144
C -1.37706 -0.97834 -1.43982
C -0.19193 -0.65757 -0.33313
C 1.26294 1.77330 1.99456
N 0.07878 0.77099 -0.22510
S 0.02090 1.04535 2.90394
I 1.39042 1.54246 -1.58331
H -2.48904 -2.69320 -2.43874
H -1.14204 -3.01664 -1.33682
H -2.79018 -2.55413 -0.58529
H 1.40108 -1.60387 -1.52924
H 1.72998 -1.30855 0.05231
H 0.63824 -2.59984 -0.50621
H 1.58854 3.00448 0.38310
H 1.96688 3.83135 2.01481
H 0.24117 3.45442 1.56262
H -0.86563 -0.84777 -2.47315
H -2.21270 -0.32900 -1.25623
H -0.67875 -1.01242 0.57400
H 1.78080 0.88239 1.62395
H -0.69313 2.10312 3.16712
```

---

Below is a molecular structure, C26H24F5MnN2S, with properties calculated with wB97M-V/def2-TZVPD.

Calculated values
Kohn-Sham gap (alpha / beta) (hartree): 0.2507 / 0.2688
Net charge: +1
Multiplicity: 2
<S²>: 1.140
E_LUMO (alpha / beta) (eV): -4.37 / -4.04

XYZ file:
```
59
C26H24F5MnN2S (wB97M-V/def2-TZVPD)
Mn 0.82273 0.12183 0.06976
C 1.12409 2.94192 -0.08882
C -0.10526 3.26974 -0.88309
C -0.35014 4.58208 -1.25746
C -1.43982 4.90409 -2.05187
C -2.26857 3.90018 -2.51328
C -2.06773 2.56841 -2.15587
C -2.96233 1.53705 -2.79109
C -1.00771 2.28016 -1.28426
N -0.76230 0.92470 -0.88599
C -1.70454 0.20012 -0.37620
C -3.00858 0.66019 0.17389
C -1.37669 -1.28117 -0.29866
C -2.49828 -2.24718 -0.16014
N -0.12871 -1.54465 -0.38646
C 0.36070 -2.89455 -0.55419
C 0.67127 -3.68767 0.54803
C 0.46148 -3.23889 1.96368
C 1.17790 -4.95862 0.28711
C 1.36493 -5.40737 -1.00916
C 1.03626 -4.59472 -2.08162
C 0.52538 -3.31978 -1.87303
C 0.14458 -2.44248 -3.03328
H 1.76540 3.81644 0.01015
H 1.74668 2.19574 -0.60840
H 0.88774 2.59573 0.92026
H 0.33307 5.35561 -0.93288
H -1.62031 5.93098 -2.33750
H -3.08521 4.13849 -3.18293
H -3.12384 1.80034 -3.83552
H -3.94392 1.50202 -2.31543
H -2.54292 0.53188 -2.77615
H -3.10431 1.74126 0.13228
H -3.04861 0.33776 1.21790
H -3.85177 0.19937 -0.33999
H -3.23467 -2.09285 -0.95103
H -3.00712 -2.07327 0.78994
H -2.14011 -3.27353 -0.19293
H 1.22494 -2.52778 2.28478
H 0.50269 -4.09485 2.63425
H -0.50012 -2.74518 2.10982
H 1.42207 -5.60092 1.12308
H 1.76312 -6.39756 -1.18315
H 1.17732 -4.94731 -3.09507
H 0.52549 -2.85694 -3.96418
H 0.53640 -1.42787 -2.93250
H -0.94132 -2.36106 -3.13282
F 5.19320 2.50378 4.49005
C 4.07268 2.01862 3.98036
C 4.04187 1.56333 2.67055
F 5.12426 1.60121 1.90574
C 2.84758 1.07222 2.18656
F 2.82641 0.62859 0.87824
C 1.67442 0.99617 2.91379
S 0.20353 0.33334 2.20530
C 1.74109 1.46207 4.22247
F 0.65932 1.42956 4.99369
C 2.91837 1.96630 4.75241
F 2.94790 2.40490 6.00083
```

---

Below is 2 unconnected molecules or ions with the total composition CH6S2, with properties calculated with wB97M-V/def2-TZVPD.

Calculated values
Kohn-Sham gap (hartree): 0.3717
Multiplicity: 1
Energy relative to the best compared isomer or geometry (same formula, charge and spin) (kcal per mole): 0.82
SMILES string: SS.C
E_LUMO (eV): 0.40

XYZ file:
```
9
CH6S2 (wB97M-V/def2-TZVPD)
S -0.74482 -0.84171 -3.73653
S -1.08657 -0.00116 -1.88413
H 0.18855 0.02287 -4.16378
H -0.23643 -0.77487 -1.19490
C 0.40384 0.30458 2.19235
H -0.46437 0.60472 2.77813
H 0.32118 0.90989 1.29321
H 0.32012 -0.74750 1.95552
H 1.29850 0.52318 2.76014
```

---

Below is 2 unconnected molecules or ions with the total composition C16H13BrN2O5, with properties calculated with wB97M-V/def2-TZVPD.

Calculated values
Kohn-Sham gap (hartree): 0.3336
Multiplicity: 1
SMILES string: O=C1NC(=O)c2cc(-c3ccncc3)c(Br)cc21.COC(=O)OC
E_LUMO (eV): -0.79

XYZ file:
```
37
C16H13BrN2O5 (wB97M-V/def2-TZVPD)
O 6.08113 -0.00016 1.58492
C 5.25270 0.85687 1.43916
N 5.51713 2.24099 1.32793
C 4.31461 2.98416 1.32159
O 4.23770 4.18257 1.33386
C 3.21228 1.98608 1.25885
C 1.84831 2.16129 1.16224
C 1.03721 1.03460 1.12089
C -0.43280 1.21779 1.01175
C -1.00464 1.71351 -0.15382
C -2.38893 1.85200 -0.19922
N -3.21473 1.55734 0.80257
C -2.64985 1.09533 1.92265
C -1.28682 0.90639 2.07357
C 1.62956 -0.23999 1.16174
Br 0.55660 -1.78305 1.04403
C 3.00247 -0.41549 1.25887
C 3.77324 0.72174 1.31434
H 6.28695 2.62899 1.85550
H 1.41870 3.15394 1.13281
H -0.39957 1.96286 -1.01577
H -2.84913 2.22017 -1.11016
H -3.31196 0.85415 2.74559
H -0.89256 0.51578 3.00287
H 3.44845 -1.39860 1.29470
C -1.58904 -4.25489 -3.61007
O -2.32071 -3.92890 -2.42546
C -2.76762 -2.67332 -2.38691
O -2.60219 -1.84292 -3.24210
O -3.42371 -2.49841 -1.24330
C -3.96043 -1.18225 -1.07087
H -1.29473 -5.29393 -3.49846
H -2.21516 -4.13680 -4.49217
H -0.70668 -3.62443 -3.70109
H -4.68656 -0.95693 -1.84957
H -3.16721 -0.44085 -1.06857
H -4.45199 -1.17563 -0.10291
```

---

Below is a gas-phase ion, C3H7N2OS (charge +1) at a distorted geometry, with properties calculated with wB97M-V/def2-TZVPD.

Calculated values
Kohn-Sham gap (alpha / beta) (hartree): 0.2713 / 0.2714
Net charge: +1
Multiplicity: 1
Energy relative to the best compared isomer or geometry (same formula, charge and spin) (kcal per mole): 182.87
SMILES string: C=CCS[N+](N)=O
E_LUMO (alpha / beta) (eV): -6.80 / -6.80

XYZ file:
```
14
C3H7N2OS (wB97M-V/def2-TZVPD)
C -2.69138 0.82826 -1.08547
C -1.89358 1.03015 -0.04263
C -0.64735 0.03838 0.14565
S 1.06795 0.73592 0.09483
N 1.89173 -0.54388 0.40301
N 3.16265 -0.74219 0.67821
O 1.19366 -1.95191 0.42745
H -3.75829 1.26431 -1.17660
H -2.45371 0.25620 -1.87618
H -2.00702 1.87196 0.73265
H -0.48472 -0.67183 -0.69973
H -0.74195 -0.38651 1.14336
H 3.52087 -1.59022 1.02451
H 3.84114 -0.13862 0.23094
```

---

Below is C4H11NOS in the gas phase at a distorted geometry, with properties calculated with wB97M-V/def2-TZVPD.

Calculated values
Kohn-Sham gap (hartree): 0.3650
Multiplicity: 1
Energy relative to the best compared isomer or geometry (same formula, charge and spin) (kcal per mole): 35.24
SMILES string: N[C@@H](CO)CCS
E_LUMO (eV): 0.74

XYZ file:
```
18
C4H11NOS (wB97M-V/def2-TZVPD)
N 2.10636 -0.13947 0.57404
C 0.68093 -0.16438 0.14080
C -0.18792 -0.84384 1.20323
O -0.11769 -2.26217 1.06774
C 0.16319 1.26235 -0.17893
C -0.78624 1.17376 -1.39783
S -2.19210 0.02284 -1.49503
H 2.19802 0.48034 1.37212
H 2.26562 -1.04501 1.02056
H 0.66487 -0.85047 -0.69632
H -1.22088 -0.55589 1.01869
H 0.15424 -0.55182 2.20251
H -0.96997 -2.63273 1.21280
H -0.41917 1.43811 0.72831
H 0.91831 2.02654 -0.30817
H -0.07984 1.02622 -2.22060
H -1.22282 2.15980 -1.56959
H -1.95490 -0.54417 -2.67432
```